Computed, not measured: 2 unconnected molecules or ions with the total composition C3H6F4O3PS in a non-equilibrium geometry, with the ωB97M-V functional and the def2-TZVPD basis.

The value obtained for the LUMO energy is 0.1287 hartree. Its multiplicity is 1. As for the total charge: -1.

The geometry in XYZ format:
```
18
Properties=species:S:1:pos:R:3:forces:R:3:nbo_charge:R:1
F -1.2875 -2.6345 1.2363 1.1 2.2 -1.3 -0.4193
C -0.7757 -1.4086 0.5549 0.8 0.9 -0.6 -0.0046
C -1.9764 -0.6548 -0.2686 1.6 0.4 0.9 -0.7304
P -3.7461 -1.2137 0.1838 -0.5 1.0 -2.1 0.1408
H 0.0705 -1.6644 -0.2365 -1.9 0.0 2.0 0.2140
H -0.2550 -0.6631 1.3269 -1.5 -2.0 -1.4 0.2190
H -1.8982 0.5032 0.0021 -0.3 -2.5 -0.6 0.2727
H -1.7186 -0.7360 -1.4213 -1.1 0.0 2.4 0.2590
H -3.9095 -2.6448 0.1601 0.6 0.8 0.9 0.0188
H -4.2337 -0.6133 1.3990 1.0 -0.9 -0.1 0.0140
C 3.1929 1.9505 -0.4839 1.4 0.9 -0.2 0.6953
F 4.0229 1.9418 0.6083 -0.9 -0.2 -0.8 -0.3371
F 2.9221 3.2717 -0.7350 -0.1 -1.2 0.2 -0.3374
F 3.9596 1.5211 -1.5374 -0.9 0.2 0.9 -0.3371
S 1.6515 0.9234 -0.2363 -2.1 -1.4 0.2 2.3025
O 0.9634 1.5188 0.9175 1.1 0.0 -0.9 -0.9914
O 2.1265 -0.4436 0.0180 0.4 1.5 -0.3 -0.9893
O 0.8912 1.0464 -1.4877 1.2 0.3 0.8 -0.9896
```
Forces are in eV/Å.